[1]
ORCA calculation (the ωB97M-V functional and the def2-TZVPD basis) on C4H6IN in the gas phase in a non-equilibrium geometry.

Orbital gap (Ha): 0.3079
Total charge: 0
E_HOMO (eV): -8.79
Molecular weight (g mol⁻¹): 195.00
SMILES: INCC1=CC1
Energy relative to the best compared isomer or geometry (same formula, charge and spin) (kJ/mol): 412.6
Electronic energy (Eh): -508.275538

Atoms and positions in Å:
C (-1.106, 1.104, 0.989)
C (-0.405, 0.197, 0.419)
C (-1.204, 1.115, -0.499)
C (0.448, -1.420, 0.246)
N (1.578, -1.176, -0.554)
I (2.915, 0.220, 0.269)
H (-1.230, 1.792, 1.818)
H (-2.165, 0.955, -0.993)
H (-0.510, 1.660, -1.139)
H (-0.433, -2.005, -0.322)
H (0.593, -1.708, 1.240)
H (1.519, -0.734, -1.474)

Atomic partial charges in e from the natural (NBO) method, atoms 1 to 8: atom 1 (C): -0.23, atom 2 (C): 0.00, atom 3 (C): -0.48, atom 4 (C): -0.19, atom 5 (N): -0.75, atom 6 (I): 0.25, atom 7 (H): 0.22, atom 8 (H): 0.18

[2]
ORCA calculation (the ωB97M-V functional and the def2-TZVPD basis) on C15H19N5S in the gas phase in a non-equilibrium geometry.

Orbital gap (Ha): 0.2680
Total charge: 0
E_HOMO (eV): -7.82
Molecular weight (g mol⁻¹): 301.42
SMILES: CCN(CC)CCn1c2ccccc2c2n[nH]c(=S)nc21
Energy relative to the best compared isomer or geometry (same formula, charge and spin) (kJ/mol): 216.0
Electronic energy (Eh): -1254.945323

Atoms and positions in Å:
C (2.220, 3.991, -1.369)
H (2.060, 4.916, -1.917)
H (3.291, 3.826, -1.286)
H (1.786, 3.178, -1.942)
C (1.577, 4.114, 0.019)
N (1.776, 3.013, 0.938)
C (0.872, 1.903, 0.829)
H (1.013, 1.270, 1.710)
C (1.007, 1.005, -0.430)
N (0.367, -0.264, -0.216)
C (-0.893, -0.557, -0.591)
N (-1.708, 0.200, -1.271)
C (-2.924, -0.332, -1.537)
S (-4.092, 0.455, -2.378)
N (-3.208, -1.615, -1.073)
N (-2.401, -2.400, -0.384)
C (-1.231, -1.897, -0.126)
C (-0.076, -2.380, 0.575)
C (0.217, -3.563, 1.233)
C (1.466, -3.696, 1.816)
C (2.402, -2.672, 1.741)
C (2.126, -1.481, 1.084)
C (0.881, -1.340, 0.502)
H (2.865, -0.697, 1.034)
H (3.369, -2.803, 2.203)
H (1.719, -4.607, 2.335)
H (-0.517, -4.352, 1.284)
H (-4.127, -1.989, -1.286)
H (0.510, 1.468, -1.283)
H (2.061, 0.834, -0.664)
H (-0.150, 2.291, 0.862)
C (3.156, 2.693, 1.241)
C (3.323, 2.194, 2.675)
H (2.838, 2.882, 3.361)
H (2.891, 1.206, 2.814)
H (4.380, 2.138, 2.923)
H (3.589, 1.955, 0.545)
H (3.729, 3.617, 1.133)
H (0.500, 4.253, -0.095)
H (1.979, 5.010, 0.505)

Atomic partial charges in e from the natural (NBO) method, atoms 1 to 8: atom 1 (C): -0.63, atom 2 (H): 0.22, atom 3 (H): 0.20, atom 4 (H): 0.20, atom 5 (C): -0.20, atom 6 (N): -0.46, atom 7 (C): -0.22, atom 8 (H): 0.20

[3]
ORCA calculation (the ωB97M-V functional and the def2-TZVPD basis) on C3H4N2OS2 in the gas phase in a non-equilibrium geometry.

Orbital gap (Ha): 0.2861
Total charge: 0
E_HOMO (eV): -9.45
Molecular weight (g mol⁻¹): 148.21
SMILES: [H]/N=C/NSC(=O)C=S
Energy relative to the best compared isomer or geometry (same formula, charge and spin) (kJ/mol): 346.8
Electronic energy (Eh): -1097.722435

Atoms and positions in Å:
C (2.539, 0.078, 0.457)
C (-0.331, -0.430, -0.097)
C (-1.771, -0.929, 0.045)
H (4.179, -1.019, 0.714)
H (2.358, 0.652, 1.512)
H (1.635, 0.560, -1.410)
H (-1.651, -2.173, -0.087)
N (3.443, -0.840, 0.003)
N (1.695, 0.857, -0.454)
O (0.557, -1.263, -0.241)
S (-0.013, 1.274, 0.025)
S (-3.085, -0.046, 0.095)

Atomic partial charges in e from the natural (NBO) method, atoms 1 to 8: atom 1 (C): 0.28, atom 2 (C): 0.26, atom 3 (C): -0.40, atom 4 (H): 0.35, atom 5 (H): 0.17, atom 6 (H): 0.39, atom 7 (H): 0.24, atom 8 (N): -0.68

[4]
ORCA calculation (the ωB97M-V functional and the def2-TZVPD basis) on a molecular structure, C31H28N3O6S2Se3Te2Zr in a non-equilibrium geometry.

Orbital gap (Ha): 0.1692
Total charge: -1
E_HOMO (eV): -3.82
Molecular weight (g mol⁻¹): 1186.02
Energy relative to the best compared isomer or geometry (same formula, charge and spin) (kJ/mol): 139.3
Electronic energy (Eh): -10397.827461

Atoms and positions in Å:
Zr (0.480, 0.102, 0.187)
C (-2.270, -1.515, 1.535)
O (-1.158, -1.558, 0.634)
C (-1.067, -2.697, -0.145)
C (-1.976, -3.737, -0.111)
C (-1.782, -4.843, -0.927)
C (-0.690, -4.911, -1.779)
C (0.228, -3.880, -1.811)
C (0.052, -2.769, -0.990)
N (0.957, -1.714, -0.893)
N (2.033, -1.808, -1.579)
C (3.070, -0.992, -1.258)
C (3.185, -0.436, 0.043)
O (2.223, -0.599, 0.902)
C (4.379, 0.233, 0.406)
C (5.401, 0.365, -0.484)
C (5.326, -0.185, -1.792)
C (6.396, -0.072, -2.704)
C (6.309, -0.609, -3.961)
C (5.139, -1.282, -4.354)
C (4.082, -1.404, -3.490)
C (4.155, -0.871, -2.188)
H (-2.179, -2.314, 2.272)
H (-3.202, -1.590, 0.977)
H (-2.220, -0.552, 2.032)
H (-2.840, -3.706, 0.535)
H (-2.500, -5.652, -0.898)
H (-0.550, -5.777, -2.414)
H (1.091, -3.895, -2.460)
H (4.426, 0.660, 1.401)
H (6.298, 0.904, -0.201)
H (7.294, 0.445, -2.387)
H (7.137, -0.527, -4.653)
H (5.071, -1.697, -5.352)
H (3.174, -1.911, -3.788)
Se (-0.666, 0.239, -2.309)
Se (-2.822, -0.399, -1.926)
Te (-3.616, 1.490, -0.323)
Se (-1.374, 1.882, 0.734)
C (2.033, 3.790, 5.895)
C (1.728, 4.445, 4.578)
C (2.705, 5.133, 3.863)
C (2.412, 5.705, 2.633)
C (1.136, 5.566, 2.114)
C (0.142, 4.903, 2.817)
C (0.443, 4.354, 4.048)
S (0.768, 6.217, 0.505)
O (-0.521, 6.836, 0.575)
O (1.897, 6.990, 0.056)
N (0.639, 4.941, -0.540)
C (1.835, 4.395, -1.177)
C (2.709, 3.407, -0.361)
C (1.897, 2.183, -0.046)
O (1.582, 1.405, -1.008)
O (1.465, 1.937, 1.103)
H (3.058, 3.985, 6.210)
H (1.885, 2.710, 5.816)
H (1.356, 4.154, 6.669)
H (3.706, 5.216, 4.270)
H (3.154, 6.252, 2.066)
H (-0.851, 4.815, 2.395)
H (-0.321, 3.818, 4.595)
H (-0.095, 4.279, -0.274)
H (2.443, 5.255, -1.451)
H (1.519, 3.885, -2.088)
H (3.071, 3.859, 0.557)
H (3.544, 3.102, -0.992)
Te (0.547, 0.020, 3.210)
C (-0.291, -0.945, 4.901)
C (-1.591, -1.179, 5.252)
C (-1.747, -1.755, 6.543)
C (-0.560, -1.956, 7.172)
S (0.755, -1.455, 6.179)
H (-2.418, -0.919, 4.604)
H (-2.710, -1.989, 6.979)
H (-0.373, -2.374, 8.149)

Atomic partial charges in e from the Löwdin method, atoms 1 to 8: atom 1 (Zr): 1.12, atom 2 (C): -0.14, atom 3 (O): -0.34, atom 4 (C): -0.25, atom 5 (C): -0.02, atom 6 (C): -0.07, atom 7 (C): -0.09, atom 8 (C): 0.00

[5]
ORCA calculation (the ωB97M-V functional and the def2-TZVPD basis) on 3 unconnected molecules or ions with the total composition C17H17ClFNO4.

Orbital gap (Ha): 0.3366
Total charge: 0
E_HOMO (eV): -8.97
Molecular weight (g mol⁻¹): 353.78
SMILES: O=C(F)COC(=O)NCC(=O)Cl.c1ccccc1.c1ccccc1
Electronic energy (Eh): -1573.767658

Atoms and positions in Å:
O (1.667, 0.316, -1.603)
C (0.720, 0.287, -2.298)
F (-0.448, 0.822, -1.902)
C (0.671, -0.333, -3.675)
O (1.289, -1.611, -3.633)
C (0.456, -2.628, -3.349)
O (-0.664, -2.472, -2.939)
N (1.103, -3.872, -3.576)
C (1.458, -4.655, -2.373)
C (1.516, -3.830, -1.109)
O (0.597, -3.658, -0.384)
Cl (3.083, -3.115, -0.743)
H (-0.338, -0.369, -4.070)
H (1.282, 0.286, -4.329)
H (0.489, -4.413, -4.171)
H (2.446, -5.079, -2.541)
H (0.772, -5.479, -2.196)
C (-3.149, 2.839, 1.622)
C (-2.440, 2.195, 0.618)
C (-2.773, 0.898, 0.253)
C (-3.821, 0.247, 0.889)
C (-4.532, 0.892, 1.892)
C (-4.195, 2.187, 2.260)
H (-2.886, 3.850, 1.908)
H (-1.624, 2.704, 0.119)
H (-2.218, 0.394, -0.522)
H (-4.081, -0.764, 0.604)
H (-5.349, 0.384, 2.388)
H (-4.747, 2.687, 3.045)
C (3.528, 1.721, 2.429)
C (2.782, 1.581, 1.267)
C (1.396, 1.634, 1.322)
C (0.758, 1.830, 2.540)
C (1.505, 1.971, 3.701)
C (2.890, 1.915, 3.646)
H (4.609, 1.678, 2.386)
H (3.277, 1.429, 0.317)
H (0.815, 1.518, 0.421)
H (-0.324, 1.870, 2.581)
H (1.006, 2.123, 4.650)
H (3.473, 2.020, 4.553)

Atomic partial charges in e from the natural (NBO) method, atoms 1 to 8: atom 1 (O): -0.50, atom 2 (C): 0.85, atom 3 (F): -0.33, atom 4 (C): -0.20, atom 5 (O): -0.47, atom 6 (C): 0.89, atom 7 (O): -0.57, atom 8 (N): -0.67

[6]
ORCA calculation (the ωB97M-V functional and the def2-TZVPD basis) on C10H8O2 in the gas phase in a non-equilibrium geometry.

Orbital gap (Ha): 0.3187
Total charge: 0
E_HOMO (eV): -7.95
Molecular weight (g mol⁻¹): 160.17
SMILES: Oc1ccc2c(O)cccc2c1
Energy relative to the best compared isomer or geometry (same formula, charge and spin) (kJ/mol): 553.8
Electronic energy (Eh): -536.146897

Atoms and positions in Å:
C (2.411, 0.023, 0.000)
C (1.858, -1.325, -0.044)
C (0.723, -1.593, -0.047)
C (-0.323, -0.471, -0.027)
C (-1.688, -0.709, 0.003)
C (-2.615, 0.324, -0.081)
C (-2.213, 1.670, -0.005)
C (-0.719, 1.921, 0.003)
C (0.172, 0.830, -0.066)
C (1.633, 1.105, -0.057)
H (4.155, -0.595, 0.258)
H (2.531, -2.187, -0.112)
H (0.266, -2.316, 0.262)
H (-2.946, -2.233, 0.477)
H (-3.494, -0.147, -0.530)
H (-2.741, 2.285, 0.245)
H (-0.467, 3.042, -0.031)
H (1.871, 2.120, -0.076)
O (3.762, 0.247, -0.080)
O (-2.175, -1.992, -0.093)

Atomic partial charges in e from the natural (NBO) method, atoms 1 to 8: atom 1 (C): 0.31, atom 2 (C): -0.25, atom 3 (C): -0.14, atom 4 (C): -0.11, atom 5 (C): 0.32, atom 6 (C): -0.30, atom 7 (C): -0.11, atom 8 (C): -0.22